# 1
{
  "formula": "C3H11BN",
  "method": "ωB97M-V with the def2-TZVPD basis set",
  "species": ["H", "C", "H", "H", "H", "H", "C", "H", "N", "H", "H", "C", "H", "H", "H", "B"],
  "positions_angstrom": [[-2.36, 0.70, -0.73], [-0.63, -1.39, 0.20], [3.19, 0.40, 0.36], [-1.29, 2.00, -0.26], [-1.83, 0.97, 0.90], [0.80, 1.53, 0.44], [0.97, 0.53, 0.31], [0.88, -0.12, 1.28], [-0.28, 0.02, -0.30], [2.48, -0.29, -1.43], [-1.56, -1.76, -0.08], [-1.48, 0.92, -0.21], [-0.19, -0.16, -1.33], [0.15, -1.95, -0.22], [-0.48, -1.35, 1.28], [2.28, 0.14, -0.32]],
  "lumo_ev": -4.07,
  "homo_lumo_gap_ev": 12.3189,
  "max_force_ev_per_a": 5.14,
  "charge": 1,
  "smiles": "BC[NH+](C)C",
  "e_above_lowest_ev": 0.1172
}

# 2
{
  "formula": "C5H6O2",
  "method": "ωB97M-V with the def2-TZVPD basis set",
  "species": ["C", "H", "O", "H", "O", "C", "H", "H", "C", "C", "H", "C", "H"],
  "positions_angstrom": [[-0.71, 0.89, -0.42], [0.60, 0.75, -2.29], [1.28, 0.43, 2.49], [1.24, 1.36, 2.23], [-1.81, 0.09, -0.03], [0.39, -0.02, 0.20], [-0.80, 1.98, -0.37], [1.36, 0.05, 1.59], [-0.09, -1.07, -1.16], [-0.84, -0.94, 0.10], [-1.06, -1.81, 0.71], [0.00, 0.25, -1.53], [0.43, -1.95, -1.51]],
  "lumo_ev": 0.75,
  "homo_lumo_gap_ev": 9.6568,
  "max_force_ev_per_a": 0.81,
  "charge": 0,
  "e_above_lowest_ev": 5.5137
}

# 3
{
  "formula": "C32H51N4O2P2Pt",
  "method": "ωB97M-V with the def2-TZVPD basis set",
  "species": ["H", "H", "O", "H", "H", "N", "H", "H", "H", "H", "C", "H", "H", "C", "H", "C", "H", "C", "P", "H", "H", "H", "C", "H", "H", "C", "H", "C", "C", "C", "H", "H", "H", "H", "C", "H", "C", "H", "C", "H", "O", "C", "H", "C", "N", "H", "N", "H", "C", "H", "H", "C", "H", "C", "H", "C", "H", "C", "C", "H", "C", "H", "H", "H", "H", "H", "H", "C", "P", "C", "Pt", "H", "C", "C", "H", "H", "H", "C", "C", "H", "H", "C", "H", "C", "N", "C", "H", "H", "C", "C", "H", "H"],
  "positions_angstrom": [[2.76, 0.59, -2.52], [3.18, -1.36, -2.15], [-0.53, -1.38, 2.96], [5.30, 2.09, -0.43], [4.34, 3.44, -1.07], [0.10, -0.80, 5.08], [5.43, -1.40, -0.31], [-4.38, -0.29, -3.35], [4.63, 1.26, 2.04], [-0.43, 0.06, 5.00], [0.27, -3.24, -5.13], [-3.43, -3.46, -1.64], [2.13, -1.43, 1.52], [-4.75, 1.29, 0.53], [-2.71, -0.95, 2.27], [3.84, 2.02, 2.05], [-2.75, -0.97, -3.58], [3.39, 2.43, 0.64], [-2.43, 0.04, -0.70], [-5.58, -0.51, -1.54], [0.43, -3.12, -7.27], [2.18, 3.20, -3.98], [-2.80, -2.62, -1.31], [4.27, 2.91, 2.53], [0.40, -3.60, 3.57], [4.94, -0.42, -0.32], [5.16, 3.61, 0.47], [0.36, 0.86, 1.74], [1.33, 2.23, -2.33], [-0.69, -0.63, -5.19], [0.30, -3.03, -2.96], [3.45, 2.14, -2.08], [1.81, -1.75, -1.09], [-3.95, -1.58, 1.22], [3.44, -0.64, -0.07], [5.13, 0.04, -1.30], [-5.04, -1.38, -1.12], [0.73, -4.24, -5.10], [4.61, 2.90, -0.16], [-2.14, 3.18, -3.82], [0.58, 1.05, 2.86], [1.24, 3.02, -3.48], [-2.56, -2.75, -0.25], [-0.58, -1.27, -3.96], [-0.08, -0.84, -1.65], [3.01, 1.68, 2.68], [0.73, -2.87, 4.18], [0.39, -1.10, 6.01], [-1.00, 2.01, -2.36], [-0.46, -0.78, -7.33], [5.42, 0.19, 0.47], [-3.46, 0.58, 0.94], [3.74, -2.18, 1.41], [-3.71, -1.13, -3.10], [-0.10, 4.08, -4.85], [0.03, -1.68, 4.02], [-5.50, -2.28, -1.57], [-1.17, 3.01, -3.34], [2.59, 1.50, -1.91], [2.97, 4.45, 1.20], [3.20, -1.23, 1.34], [-3.45, 1.95, 2.56], [-1.86, -2.67, -1.87], [-4.15, -2.04, -3.53], [-1.91, 1.12, 2.38], [1.55, 3.39, 1.40], [-4.51, 2.17, -0.08], [2.41, 3.61, 0.75], [2.46, 0.96, -0.17], [-0.84, -0.48, -2.63], [0.16, 0.48, -0.05], [-5.26, 1.63, 1.44], [-1.90, 0.81, -2.34], [2.91, -1.64, -1.12], [-5.19, -1.42, -0.04], [-2.33, 2.43, 1.27], [1.01, -3.15, 5.12], [-0.40, -1.29, -6.37], [-3.65, -0.69, 1.78], [-2.88, 1.26, -2.63], [3.37, -2.62, -0.91], [0.00, 3.48, -3.95], [2.04, 3.94, -0.23], [-3.56, -1.32, -1.57], [0.17, 1.92, -1.71], [-2.73, 1.57, 1.82], [3.56, -0.57, 2.14], [-4.41, -0.50, 2.55], [-0.01, -2.57, -3.93], [0.07, -2.61, -6.37], [-0.92, 0.43, -5.15], [-5.47, 0.68, -0.01]],
  "spin_multiplicity": 3,
  "s_squared": 2.028,
  "lumo_ev": [-2.80, -4.33],
  "homo_lumo_gap_ev": [5.4520, 5.9085],
  "max_force_ev_per_a": 4.57,
  "charge": 1
}

# 4
{
  "formula": "C29H27BrI2N5O13Sr",
  "method": "ωB97M-V with the def2-TZVPD basis set",
  "species": ["O", "H", "C", "H", "C", "C", "N", "C", "N", "C", "H", "H", "C", "H", "H", "C", "O", "H", "H", "H", "H", "H", "C", "C", "H", "H", "O", "C", "O", "N", "C", "C", "H", "O", "C", "O", "I", "O", "N", "C", "O", "C", "C", "H", "H", "C", "C", "H", "H", "H", "O", "O", "H", "Br", "C", "H", "C", "H", "Sr", "O", "H", "C", "C", "C", "C", "H", "H", "I", "H", "N", "C", "C", "C", "O", "O", "C", "H", "C"],
  "positions_angstrom": [[-1.37, 1.19, -0.26], [-0.74, -3.98, -4.22], [1.47, 5.63, 2.08], [-2.24, 1.85, 3.13], [-2.77, 2.74, 3.41], [3.77, -3.53, 2.90], [0.96, -4.42, -1.36], [0.21, -3.81, -2.30], [2.56, 2.14, -3.76], [-3.71, -0.77, 3.04], [2.13, -2.57, 4.01], [-5.44, -1.55, 3.22], [0.54, -2.26, -0.74], [-0.25, -5.92, -0.55], [-1.33, -0.19, 4.69], [-2.50, -1.07, 2.21], [-1.33, -0.26, 2.48], [5.05, -4.55, 1.57], [-2.25, -2.15, 2.37], [0.53, -2.89, 2.19], [1.00, 2.04, -5.84], [-1.00, -1.70, 3.90], [-0.81, -0.65, 3.77], [-1.70, 0.52, -1.31], [2.01, 6.09, 2.87], [0.61, -6.43, -1.96], [-2.63, -0.32, -1.35], [0.46, 1.74, -4.93], [2.73, 3.37, -3.99], [-1.54, 1.36, -6.15], [-0.85, 1.37, -4.91], [2.47, -3.00, 3.06], [-2.59, 0.56, -3.67], [-4.61, -1.74, 2.71], [4.09, -4.16, 1.73], [1.23, 1.23, -1.45], [-2.66, 3.93, 1.66], [1.43, 0.10, 3.24], [0.76, 3.54, 1.14], [-1.53, 0.94, -3.74], [1.01, -0.84, 5.15], [0.19, 5.62, 0.05], [3.18, -4.20, 0.67], [0.70, 7.46, 1.00], [1.48, -6.17, -0.43], [1.43, 4.25, 2.06], [0.54, 1.33, -2.48], [-0.42, 3.57, -0.56], [-1.19, 7.08, -0.65], [-3.78, 2.57, 3.76], [-0.96, 1.68, -7.17], [3.42, 1.38, -3.47], [0.47, -5.23, -3.82], [2.41, 3.26, 3.33], [0.16, 4.24, 0.17], [-1.16, -5.22, -3.10], [1.93, -3.70, 0.83], [3.56, -4.51, -0.27], [0.71, 0.92, 1.10], [-2.70, 0.95, -6.12], [0.03, 6.53, -1.88], [-0.85, 0.89, -2.56], [0.70, -5.82, -1.04], [-0.61, 6.24, -1.03], [-0.07, -2.52, -1.99], [-2.69, -0.97, 1.13], [4.40, -3.47, 3.77], [-1.72, 3.36, 5.01], [-0.63, -1.76, -2.51], [1.05, -3.53, -0.31], [-0.34, -4.58, -3.46], [1.53, -3.08, 2.03], [0.65, -0.47, 4.01], [0.59, -1.28, 0.01], [-3.80, 0.08, 3.93], [1.14, 1.69, -3.73], [-1.35, 5.46, -1.36], [0.82, 6.38, 1.05]],
  "lumo_ev": 1.99,
  "homo_lumo_gap_ev": 7.1441,
  "max_force_ev_per_a": 3.18,
  "charge": -1,
  "e_above_lowest_ev": 0.4391
}